A:
Entry from OMol25: a gas-phase ion, C3H8N3O (charge +1) (ωB97M-V with the def2-TZVPD basis set).

Summary:
- LUMO (eV) = -2.95
- total charge = +1
- orbital gap (eV) = 11.9
- spin multiplicity = 1

Last column: natural (NBO) charge in e.
Atoms and positions in Å:
C -1.74 0.05 0.17  -0.218
C -1.53 -1.18 -0.61  -0.183
C 0.81 -0.37 0.61  -0.094
N -0.38 -0.21 -0.31  -0.384
N 2.20 1.28 -0.51  -0.212
N 1.84 0.71 0.72  0.013
O 1.35 1.97 0.38  -0.233
H -2.26 0.90 -0.27  0.256
H -1.88 -0.03 1.24  0.249
H -1.47 -2.13 -0.10  0.251
H -1.81 -1.23 -1.66  0.256
H 0.45 -0.51 1.63  0.231
H 1.38 -1.26 0.30  0.240
H -0.09 0.35 -1.12  0.457
H 3.15 1.68 -0.47  0.371


B:
Entry from OMol25: 2 unconnected molecules or ions with the total composition C3H8N3O (ωB97M-V with the def2-TZVPD basis set).

Summary:
- LUMO (eV) = -3.27
- total charge = +1
- orbital gap (eV) = 9.6
- spin multiplicity = 1

Last column: natural (NBO) charge in e.
Atoms and positions in Å:
C 0.32 1.06 -1.03  0.320
C 0.21 2.01 1.05  -0.055
C -0.29 -3.47 -0.89  0.345
N -0.23 0.18 -0.22  -0.327
N 0.78 2.10 -0.34  -0.545
N -0.07 0.55 1.11  -0.468
O -0.56 -2.39 -0.43  -0.593
H 0.30 0.84 -2.03  0.242
H 1.07 2.24 1.82  0.234
H -0.71 2.59 1.25  0.199
H 0.54 -4.01 -0.45  0.147
H -0.81 -3.87 -1.86  0.150
H -0.35 -0.81 -0.40  0.465
H 1.15 2.94 -0.73  0.445
H -0.73 0.05 1.85  0.443


C:
Entry from OMol25: a gas-phase ion, C3H8N3O (charge +1) (ωB97M-V with the def2-TZVPD basis set).

Summary:
- LUMO (eV) = -3.34
- total charge = +1
- orbital gap (eV) = 10.4
- spin multiplicity = 1

Last column: natural (NBO) charge in e.
Atoms and positions in Å:
C 0.38 0.94 -1.25  0.310
C -1.12 0.01 0.24  0.387
C 1.36 0.17 0.85  -0.430
N 0.28 0.35 -0.08  -0.394
N -0.81 1.10 -1.79  -0.202
N -1.46 -1.29 0.32  -0.810
O -1.82 0.65 -1.07  -0.342
H 1.18 1.18 -1.88  0.249
H -1.32 0.79 0.98  0.229
H 2.28 0.69 0.35  0.244
H 1.13 0.71 1.78  0.227
H 1.56 -1.00 1.16  0.250
H -1.04 1.31 -2.78  0.447
H -1.91 -1.72 1.07  0.424
H -1.34 -1.87 -0.48  0.410


D:
Entry from OMol25: a gas-phase ion, C3H8N3O (charge +1) (ωB97M-V with the def2-TZVPD basis set).

Summary:
- LUMO (eV) = -3.83
- total charge = +1
- orbital gap (eV) = 10.4
- spin multiplicity = 1

Last column: natural (NBO) charge in e.
Atoms and positions in Å:
C 0.73 -1.25 -0.49  0.322
C 0.31 0.73 0.54  0.369
C -1.73 -0.66 0.20  -0.404
N -0.25 -0.57 0.12  -0.362
N 1.87 -0.72 -0.20  -0.207
N -0.06 1.81 -0.20  -0.852
O 1.77 0.54 0.28  -0.315
H 0.65 -2.24 -0.90  0.262
H -0.06 0.89 1.62  0.211
H -1.97 -1.75 0.37  0.235
H -1.93 -0.14 1.12  0.234
H -2.25 -0.40 -0.69  0.243
H 2.72 -0.87 -0.69  0.436
H -0.25 2.77 0.08  0.434
H 0.44 1.87 -1.17  0.395


Last place for stability: A


A:
Entry from OMol25: a molecular structure, C3H8N3O (ωB97M-V with the def2-TZVPD basis set).

Summary:
- LUMO (eV) = -3.89
- total charge = +1
- orbital gap (eV) = 10.3
- spin multiplicity = 1

Last column: natural (NBO) charge in e.
Atoms and positions in Å:
C 2.17 -0.43 -0.29  0.013
C 0.09 -0.48 0.73  0.224
C -1.85 0.82 -0.04  -0.400
N 1.95 0.89 0.02  -0.072
N 0.91 1.23 0.43  -0.026
N -1.08 -0.42 -0.20  -0.515
O 1.11 -1.26 0.25  -0.492
H 2.28 -0.42 -1.51  0.238
H 3.00 -0.78 0.22  0.239
H -0.34 -0.67 1.74  0.215
H -2.28 0.72 0.87  0.222
H -1.23 1.64 -0.12  0.253
H -2.63 0.82 -0.82  0.240
H -0.48 -0.46 -1.05  0.433
H -1.61 -1.22 -0.24  0.429


B:
Entry from OMol25: a gas-phase ion, C3H8N3O (charge +1) (ωB97M-V with the def2-TZVPD basis set).

Summary:
- LUMO (eV) = -3.72
- total charge = +1
- orbital gap (eV) = 9.6
- spin multiplicity = 1

Last column: natural (NBO) charge in e.
Atoms and positions in Å:
C 0.26 0.67 -0.47  0.675
C 1.72 -0.80 0.54  0.086
C -1.88 -0.61 0.58  -0.443
N 1.53 0.33 -0.30  -0.563
N -0.52 -0.62 0.08  -0.117
N -0.39 1.60 -1.15  -0.741
O 0.46 -1.13 1.01  -0.344
H 2.31 -1.64 -0.02  0.195
H 2.32 -0.63 1.48  0.220
H -1.98 -0.96 1.60  0.255
H -2.35 0.38 0.35  0.209
H -2.37 -1.31 -0.07  0.233
H 2.37 0.63 -0.87  0.464
H -0.10 2.48 -1.45  0.437
H -1.36 1.61 -1.32  0.435


Last place for stability: A


A:
Entry from OMol25: 2 unconnected molecules or ions with the total composition CH4INS (ωB97M-V with the def2-TZVPD basis set).

Summary:
- LUMO (alpha / beta) (eV) = -0.39 / -0.39
- total charge = 0
- orbital gap (alpha / beta) (eV) = 8.1 / 8.1
- spin multiplicity = 1

Last column: natural (NBO) charge in e.
Atoms and positions in Å:
C -0.97 -1.22 -0.52  -0.763
N 1.04 0.24 -0.79  -0.956
S 0.54 -0.96 0.01  0.994
I 3.02 0.66 -0.23  0.251
H -1.48 -2.01 0.03  0.230
H -0.28 2.13 1.80  -0.004
H -1.45 -0.84 -1.41  0.246
H -0.40 2.00 1.11  0.002


B:
Entry from OMol25: 2 unconnected molecules or ions with the total composition CH4INS (ωB97M-V with the def2-TZVPD basis set).

Summary:
- LUMO (eV) = -0.60
- total charge = 0
- orbital gap (eV) = 8.3
- spin multiplicity = 1

Last column: natural (NBO) charge in e.
Atoms and positions in Å:
C 0.27 1.20 0.61  -0.762
N -0.23 -2.42 0.21  -0.739
S -0.76 -2.10 -1.09  0.780
I -1.43 1.23 -0.63  0.105
H 1.08 1.76 0.25  0.223
H 0.04 1.44 1.67  0.234
H 0.59 0.20 0.70  0.229
H 0.45 -1.32 -1.72  -0.069


C:
Entry from OMol25: 2 unconnected molecules or ions with the total composition CH4INS (ωB97M-V with the def2-TZVPD basis set).

Summary:
- LUMO (alpha / beta) (eV) = -2.68 / -0.73
- total charge = 0
- orbital gap (alpha / beta) (eV) = 5.5 / 8.9
- spin multiplicity = 1

Last column: natural (NBO) charge in e.
Atoms and positions in Å:
C -0.24 0.38 0.42  -0.801
N 1.33 -1.24 -0.72  -0.949
S 0.21 -1.32 0.30  0.764
I 4.08 0.29 0.06  -0.129
H 0.65 0.86 0.73  0.248
H -1.16 0.44 0.95  0.235
H -0.37 0.60 -0.65  0.243
H 2.05 -1.85 -0.88  0.388


Last place for stability: A


A:
Entry from OMol25: 3 unconnected molecules or ions with the total composition C2H11N2O2 (ωB97M-V with the def2-TZVPD basis set).

Summary:
- LUMO (eV) = -2.85
- total charge = +1
- orbital gap (eV) = 9.6
- spin multiplicity = 1

Last column: natural (NBO) charge in e.
Atoms and positions in Å:
C -0.81 -0.52 -0.44  -0.225
C -0.03 -1.53 -0.11  0.045
N 0.09 -2.69 -0.85  -0.790
N -0.49 0.86 0.16  -0.708
H -1.51 -0.34 -1.35  0.234
H 0.81 -1.44 0.59  0.230
H 0.70 -3.49 -0.80  0.434
H -0.70 -2.74 -1.54  0.390
H -1.40 1.23 0.51  0.430
H -0.09 1.44 -0.55  0.461
H 0.10 0.92 1.03  0.466
H 0.99 0.28 3.41  0.499
H -0.41 -0.45 3.45  0.503
O 0.23 -0.01 2.87  -0.990
H 0.51 2.58 -2.91  0.518
H 1.29 3.33 -1.64  0.501
O 0.71 2.59 -1.84  -0.999


B:
Entry from OMol25: 3 unconnected molecules or ions with the total composition C2H11N2O2 (ωB97M-V with the def2-TZVPD basis set).

Summary:
- LUMO (eV) = -4.21
- total charge = +1
- orbital gap (eV) = 6.8
- spin multiplicity = 1

Last column: natural (NBO) charge in e.
Atoms and positions in Å:
C 0.63 0.21 0.65  0.242
C -0.27 -0.71 0.28  -0.556
N -1.13 -0.81 -0.99  -0.727
N 1.93 0.40 0.33  -0.637
H 0.33 1.13 1.31  0.173
H -0.50 -1.60 1.02  0.260
H -1.99 -1.17 -0.55  0.448
H -1.24 -0.02 -1.69  0.441
H -0.58 -1.55 -1.50  0.464
H 2.39 1.14 0.68  0.404
H 2.40 -0.30 -0.22  0.403
H 0.19 -2.93 -3.10  0.514
H 0.98 -2.86 -1.78  0.505
O 0.17 -2.61 -2.22  -0.936
H -0.32 4.02 2.63  0.472
H -1.89 4.13 2.76  0.486
O -1.12 3.51 2.38  -0.957


C:
Entry from OMol25: 3 unconnected molecules or ions with the total composition C2H11N2O2 (ωB97M-V with the def2-TZVPD basis set).

Summary:
- LUMO (eV) = -3.38
- total charge = +1
- orbital gap (eV) = 11.2
- spin multiplicity = 1

Last column: natural (NBO) charge in e.
Atoms and positions in Å:
C -1.62 -0.68 0.38  -0.438
N -0.61 0.17 0.92  -0.518
C -0.45 0.43 2.20  0.397
N 0.78 0.77 2.59  -0.725
H -1.36 -1.73 0.31  0.221
H -2.52 -0.73 1.01  0.229
H -1.83 -0.48 -0.66  0.225
H 0.26 0.15 0.33  0.455
H -1.18 0.20 2.97  0.235
H 1.61 1.08 2.11  0.442
H 0.76 0.95 3.59  0.416
H 0.62 -0.57 -4.72  0.498
H -0.61 -0.38 -3.79  0.480
O 0.35 -0.46 -3.81  -0.973
H 2.03 0.46 -1.31  0.513
H 0.81 -0.46 -1.69  0.521
O 1.25 0.00 -0.96  -0.979


Last place for stability: B